DFT (wB97M-V/def2-TZVPD) results for C57H127LiN4OP as an isolated structure in a non-equilibrium geometry.

```
! RIJCOSX wB97M-V def2-TZVPD def2/J DEFGRID3
* xyz 5 1
Li -2.78852 2.81167 3.66707
C -2.54464 0.52204 1.37877
O -3.07961 1.44380 2.23999
H -1.65362 0.00724 1.73818
H -3.21455 -0.27504 1.05628
H -2.21898 0.99609 0.45286
C 3.16086 -8.72451 0.60103
C 3.98737 -7.40221 0.85545
C 3.22200 -6.40155 1.78197
C 4.12602 -5.34336 2.41341
P 4.13216 -3.72634 1.56618
C 2.50213 -2.97654 1.56509
C 1.61525 -3.03321 2.84393
C 0.13513 -2.82528 2.48146
C -0.71354 -2.71795 3.73119
C 4.61364 -3.98852 -0.19375
C 4.72579 -2.69131 -1.03104
C 4.78081 -2.95579 -2.56816
C 6.11310 -3.67905 -2.88424
C 5.23755 -2.55518 2.37052
C 4.82584 -2.18764 3.81330
C 5.94394 -1.65350 4.72137
C 6.82826 -0.64556 3.97208
H 2.37979 -8.51261 -0.12911
H 2.75874 -9.06514 1.55517
H 3.80967 -9.52006 0.23461
H 4.25030 -6.91164 -0.08173
H 4.97552 -7.57735 1.28089
H 2.66452 -6.95108 2.54047
H 2.53108 -5.90019 1.10419
H 5.19521 -5.55407 2.43664
H 3.94049 -5.14060 3.46820
H 2.08667 -3.50961 0.70992
H 2.62462 -1.91803 1.33561
H 1.88329 -2.18855 3.47859
H 1.77089 -3.96405 3.38928
H -0.21890 -3.67701 1.90066
H -0.09486 -1.95408 1.86810
H -0.28175 -3.17399 4.62209
H -1.60727 -3.30447 3.51830
H -0.93361 -1.67888 3.97617
H 3.85510 -4.66327 -0.59053
H 5.54164 -4.55798 -0.14256
H 5.56694 -2.04135 -0.78995
H 3.84908 -2.09296 -0.78310
H 4.62010 -2.08348 -3.20169
H 4.08611 -3.77486 -2.75416
H 6.31641 -3.68605 -3.95508
H 6.05721 -4.73642 -2.62548
H 6.96918 -3.28311 -2.33792
H 5.34979 -1.65122 1.77189
H 6.19461 -3.07657 2.38709
H 4.38464 -3.05343 4.30711
H 3.92493 -1.57841 3.74040
H 6.37675 -2.48484 5.27783
H 5.55814 -1.16130 5.61412
H 7.62925 -0.32914 4.64021
H 6.36510 0.28910 3.65587
H 7.35612 -1.05250 3.10960
C -6.56301 4.44366 -6.54357
C -6.73812 4.44044 -4.97788
C -5.72934 3.64752 -4.21667
C -6.18422 3.50172 -2.74474
N -5.00716 2.83655 -1.85430
C -5.45250 2.68129 -0.38079
C -5.15784 4.04911 0.25962
C -4.12943 4.80216 -0.66270
C -3.80074 3.77308 -1.77069
C -4.50771 1.51062 -2.50963
H -5.66166 5.01353 -6.76921
H -7.37555 5.05446 -6.93701
H -6.49112 3.44891 -6.98334
H -7.69489 3.97234 -4.74643
H -6.81804 5.47508 -4.64434
H -4.81603 4.23787 -4.29048
H -5.54640 2.70623 -4.73495
H -7.13640 2.98398 -2.62909
H -6.19408 4.45311 -2.21289
H -4.84780 1.86663 0.01766
H -6.51075 2.42064 -0.39661
H -4.59301 3.76123 1.14629
H -6.05330 4.60503 0.53748
H -3.22163 5.03431 -0.10583
H -4.54843 5.76190 -0.96510
H -2.96978 3.18251 -1.38490
H -3.48867 4.09208 -2.76515
H -5.35702 0.92215 -2.85674
H -3.85239 0.90396 -1.88465
H -3.96132 1.76717 -3.41724
C -3.88901 -5.03637 1.65448
C -5.25608 -4.91020 2.32471
C -5.48430 -3.75362 3.29138
C -5.50694 -2.37602 2.63458
N -5.86224 -1.15477 3.56311
C -6.14177 0.06867 2.67570
C -7.43757 0.72669 3.19075
C -7.65331 0.09281 4.54030
C -7.13551 -1.31173 4.35046
C -4.66596 -0.99231 4.49348
H -3.79627 -5.90343 1.00049
H -3.18721 -5.12290 2.48398
H -3.59457 -4.17337 1.05728
H -5.46250 -5.82013 2.88819
H -5.96521 -4.81937 1.50192
H -4.72832 -3.82684 4.07321
H -6.45316 -3.87718 3.77526
H -6.22012 -2.31660 1.81242
H -4.57321 -2.04728 2.17830
H -5.34370 0.80925 2.72804
H -6.27946 -0.25017 1.64251
H -7.32869 1.80838 3.26934
H -8.19338 0.39795 2.47747
H -7.17405 0.67668 5.32611
H -8.72868 0.04226 4.71098
H -6.95986 -1.89760 5.25268
H -7.82492 -1.93958 3.78601
H -3.75978 -0.76819 3.93070
H -4.52099 -1.88089 5.10789
H -5.02622 -0.06081 4.93009
C 4.35445 2.03388 4.73590
C 4.52297 3.04436 3.60125
C 3.21459 3.40467 2.83668
C 3.42160 4.30479 1.57030
N 2.13983 4.88581 0.89066
C 1.21511 3.73703 0.39923
C 0.24415 3.58661 1.56186
C -0.05958 5.01610 1.87695
C 1.25965 5.73163 1.84973
C 2.55989 5.76423 -0.32292
C 3.25889 4.88478 -1.47434
C 3.64216 5.74147 -2.60210
H 3.88214 1.11479 4.38906
H 3.79023 2.54952 5.51299
H 5.36425 1.74872 5.03098
H 5.11736 2.45755 2.90094
H 5.04062 3.97926 3.81596
H 2.58147 3.99194 3.50179
H 2.56211 2.56768 2.58808
H 3.91990 3.65531 0.85059
H 4.06612 5.17560 1.69023
H 0.60724 3.95733 -0.47831
H 1.83132 2.85047 0.24963
H -0.62595 3.05681 1.17415
H 0.64402 3.04283 2.41773
H -0.67795 5.45753 1.09537
H -0.65379 5.19765 2.77253
H 1.31660 6.73163 1.41977
H 1.80959 5.76261 2.79032
H 3.26480 6.51411 0.03607
H 1.71688 6.28939 -0.77197
H 2.56973 4.09640 -1.77704
H 4.10327 4.30278 -1.10501
H 3.75720 5.16173 -3.51794
H 4.56331 6.29027 -2.40619
H 2.89245 6.52402 -2.71898
C 2.44887 -3.82321 -5.64607
C 2.43476 -2.53387 -6.32995
C 1.52757 -1.41828 -5.63748
C 2.01168 -1.03626 -4.23067
N 1.14761 0.08729 -3.62098
C 1.77210 0.55614 -2.21213
C 0.87341 -0.00713 -1.12639
C -0.03336 -0.95075 -1.75720
C -0.22725 -0.41149 -3.18334
C 0.95310 1.33954 -4.48033
C 2.28931 2.00247 -4.93615
C 2.08830 3.34320 -5.68785
H 1.49668 -3.98942 -5.14226
H 3.10708 -3.70072 -4.78592
H 2.87219 -4.56941 -6.31844
H 2.01512 -2.71616 -7.31928
H 3.49765 -2.29231 -6.32612
H 0.47240 -1.69024 -5.60996
H 1.68666 -0.63139 -6.37476
H 3.02907 -0.65250 -4.30649
H 2.03655 -1.78924 -3.44295
H 1.72413 1.64444 -2.17455
H 2.81452 0.25415 -2.31347
H 0.30195 0.80670 -0.68005
H 1.40768 -0.43451 -0.27786
H -0.93309 -0.86630 -1.14773
H 0.11397 -2.02990 -1.80016
H -0.94190 0.39813 -3.33136
H -0.60099 -1.22164 -3.80949
H 0.23050 1.94899 -3.93762
H 0.41057 0.96558 -5.34861
H 2.74411 1.26804 -5.60089
H 2.93831 2.22039 -4.08797
H 1.66197 4.14042 -5.07893
H 1.45529 3.28176 -6.57308
H 3.04629 3.68453 -6.08007
*
```

Summary:
**LUMO level**: -10.480 eV
**HOMO level**: -18.740 eV

DFT (wB97M-V/def2-TZVPD) results for a 2-piece molecular cluster, C8H13NO6 overall in a non-equilibrium geometry.

```
! RIJCOSX wB97M-V def2-TZVPD def2/J DEFGRID3
* xyz 0 1
C -2.65521 0.58770 -0.02315
C -1.53334 0.97299 0.60272
C -2.94754 -0.79853 0.21404
C -0.91494 -0.23562 1.05474
C 1.86542 1.63555 -0.47917
C 2.58720 -0.18545 1.11260
C 0.59594 -1.92387 -0.32740
C 0.62147 -0.39290 -0.37054
N 1.68793 0.29422 0.01093
O -1.13262 2.27583 0.91018
O -3.87440 -1.54274 0.06790
O -1.81209 -1.26168 0.92872
O -3.46282 1.61628 -0.67314
O 1.63624 -2.59647 -1.03923
O 0.01350 0.12445 -1.52490
H -0.29820 -0.37458 1.86882
H 1.33728 1.76351 -1.46454
H 1.34751 2.39704 0.06633
H 2.83198 1.86157 -0.54229
H 3.51291 0.30753 0.86032
H 2.31100 0.09789 2.06873
H 2.75004 -1.23135 0.94544
H -0.36339 -2.06492 -0.71731
H 0.63508 -2.22386 0.70832
H -1.74305 2.84737 0.42214
H -4.35208 1.16901 -0.51067
H 1.48033 -2.66719 -1.93169
H -0.12411 -0.45178 -2.23788
*
```

Summary:
**LUMO level**: 0.320 eV
**Relative energy (zero: lowest compared OMol25 entry of this formula, charge and spin)**: 80.23 kJ/mol
**HOMO level**: -7.257 eV

DFT (wB97M-V/def2-TZVPD) results for H3NOS2 as an isolated structure in a non-equilibrium geometry.

```
! RIJCOSX wB97M-V def2-TZVPD def2/J DEFGRID3
* xyz 0 1
N -0.15562 -0.73950 -0.47220
O 0.84995 -0.91596 -1.24687
S -0.72717 0.79240 -0.62223
S 1.44774 0.24810 -2.24805
H 0.21150 -0.14965 1.78168
H -1.72458 0.49864 0.20430
H 0.09818 0.26597 2.60337
*
```

Summary:
**LUMO level (alpha / beta)**: -1.493 / -1.549 eV
**Relative energy (zero: lowest compared OMol25 entry of this formula, charge and spin)**: 451.16 kJ/mol
**HOMO level (alpha / beta)**: -9.182 / -9.137 eV

DFT (wB97M-V/def2-TZVPD) results for a 12-piece molecular cluster, C25H73O12S11 overall in a non-equilibrium geometry.

```
! RIJCOSX wB97M-V def2-TZVPD def2/J DEFGRID3
* xyz 0 2
C -14.66492 3.58507 33.62076
C -14.10663 4.70269 34.61479
C -12.60903 5.10296 34.27041
O -14.94641 5.79082 34.68465
H -13.92020 2.81767 33.40961
H -15.12170 3.96629 32.70746
H -15.38497 2.95717 34.14551
H -14.05235 4.10683 35.52589
H -12.18231 5.79744 34.99409
H -12.53478 5.58472 33.29548
H -11.92790 4.26220 34.13899
C -17.77313 8.63265 34.73572
S -18.40065 7.66713 36.16020
O -19.74544 8.24610 36.53202
C -18.50696 5.98567 35.39419
H -16.97847 8.15491 34.16267
H -17.42927 9.57861 35.15407
H -18.64767 8.97694 34.18367
H -19.49514 5.74660 35.00119
H -18.36966 5.22692 36.16462
H -17.84506 5.85574 34.53797
C -8.14809 6.14673 33.81917
S -8.58410 7.91248 34.31765
O -9.63776 8.43705 33.30185
C -9.42567 7.58690 35.94227
H -9.13237 5.70608 33.66066
H -7.52544 5.64491 34.55983
H -7.84300 5.93185 32.79504
H -10.00425 8.45988 36.24434
H -8.69730 7.60980 36.75284
H -10.12489 6.75425 36.01916
C -15.42815 6.72739 31.47579
S -15.49279 8.05620 30.26860
O -16.89618 8.15699 29.70679
C -15.29252 9.54246 31.39874
H -14.49175 6.83722 32.02276
H -15.30052 5.76285 30.98440
H -16.26634 6.85569 32.16068
H -15.72092 10.37336 30.83823
H -14.24203 9.71861 31.63011
H -15.80619 9.49582 32.35899
C -14.47062 10.16988 36.14377
S -13.14884 10.37841 34.89681
O -11.89930 10.84496 35.64169
C -12.79095 8.61243 34.48544
H -15.06459 9.34964 35.74066
H -15.04028 11.09756 36.19864
H -14.12473 9.84560 37.12523
H -13.33173 8.44487 33.55399
H -13.11527 7.96390 35.29927
H -11.76094 8.46845 34.15918
C -17.77686 2.30047 31.78595
S -19.49834 2.11806 32.42143
O -20.29980 3.42324 32.23949
C -19.00443 2.00586 34.21782
H -17.09949 2.04309 32.60022
H -17.54640 3.25469 31.31221
H -17.81563 1.56016 30.98687
H -18.39127 1.10768 34.29131
H -19.90561 1.97400 34.83017
H -18.41487 2.88213 34.48742
C -13.69147 -0.46652 35.00172
S -15.22110 -1.10822 35.75851
O -14.75549 -2.41631 36.43510
C -15.30290 0.10972 37.01995
H -12.88890 -0.73520 35.68860
H -13.73406 0.61908 34.91372
H -13.46922 -0.94462 34.04772
H -15.59707 1.13208 36.78256
H -14.33203 0.13188 37.51495
H -16.00207 -0.10497 37.82814
C -11.13611 0.58662 32.92035
S -9.74238 -0.05027 33.88735
O -10.47748 -0.93693 34.88586
C -9.25477 -1.31381 32.62591
H -10.80589 0.69212 31.88695
H -11.47891 1.54085 33.32038
H -12.06729 0.02054 32.94377
H -8.35476 -1.82854 32.96227
H -9.01888 -0.79026 31.69945
H -9.85769 -2.20392 32.44611
C -10.01946 3.86064 38.60368
S -9.16070 3.79270 36.93310
O -7.71737 3.41374 37.26504
C -9.99360 2.46493 36.03442
H -9.86515 4.86125 39.00751
H -9.55767 3.13085 39.26871
H -11.02131 3.43372 38.55732
H -11.08019 2.55083 36.02809
H -9.86919 1.51399 36.55242
H -9.60127 2.52276 35.01913
C -12.01301 6.93712 30.27882
S -11.71746 8.12635 28.95338
O -12.70244 9.29773 29.19341
C -9.97106 8.67491 29.29105
H -12.99472 6.52972 30.03725
H -12.04368 7.36523 31.28077
H -11.14825 6.27398 30.25574
H -9.30667 7.83078 29.47588
H -10.00642 9.32292 30.16679
H -9.48779 9.31421 28.55225
C -13.97167 3.77781 38.58145
S -15.13388 4.80569 39.62244
O -14.37048 5.74486 40.55934
C -15.71631 5.93841 38.30197
H -13.35798 4.54249 38.10526
H -14.42728 3.08597 37.87303
H -13.38367 3.15825 39.25856
H -15.57664 5.48709 37.31968
H -15.08476 6.82400 38.37251
H -16.67973 6.43646 38.41086
C -14.16860 3.41000 30.32004
S -13.46452 3.06722 28.68371
O -13.57007 4.42506 28.01874
C -11.80152 2.63053 29.27766
H -15.11570 3.89315 30.07994
H -13.60005 4.05559 30.98942
H -14.44879 2.55125 30.93009
H -11.62533 3.27477 30.13906
H -11.03571 2.73677 28.50932
H -11.76967 1.58732 29.59202
*
```

Summary:
**LUMO level (alpha / beta)**: -0.716 / -3.328 eV
**HOMO level (alpha / beta)**: -8.713 / -8.708 eV

Calculated E (eV), listed in the same order as above: -78623.1075, -22277.9632, -25251.2164, -170850.1308